Version one
Computed, not measured: a 2-piece molecular cluster, C5H15NO overall, with ωB97M-V/def2-TZVPD.

Last column: natural (NBO) charge in e.
Geometry (Å):
C  -1.309  -0.747  -0.806  -0.31
C  -0.228  -0.635  0.270  -0.44
C  0.304  0.801  0.375  -0.29
C  1.773  1.016  0.709  -0.69
C  -0.726  1.646  1.161  -0.62
N  -2.584  -1.381  -0.432  -0.84
H  -1.546  0.162  -1.357  0.19
H  -0.819  -1.288  -1.628  0.20
H  0.623  -1.261  0.036  0.24
H  -0.597  -0.990  1.245  0.18
H  0.232  1.167  -0.702  0.18
H  1.972  1.675  1.546  0.18
H  2.289  0.099  1.022  0.22
H  2.395  1.361  -0.120  0.21
H  -1.543  1.006  1.585  0.19
H  -0.120  2.273  1.874  0.20
H  -1.220  2.440  0.627  0.20
H  -2.365  -2.344  -0.207  0.34
H  -3.006  -1.058  0.444  0.34
H  2.875  -1.371  -2.246  0.31
H  1.446  -0.959  -1.767  0.37
O  2.156  -1.611  -1.629  -1.34

## Properties
* charge: -1
* expectation value of S²: 0.750
* highest occupied orbital energy (spin up / spin down): 1.0626 / -6.4185 eV
* HOMO-LUMO gap (spin up / spin down): 2.53 / 9.93 eV
* 2S+1: 2


Version two
Computed, not measured: a 2-piece molecular cluster, C5H15NO overall, with ωB97M-V/def2-TZVPD.

Last column: natural (NBO) charge in e.
Geometry (Å):
C  -1.371  -1.154  -0.147  -0.57
C  -0.510  -0.720  -1.317  -0.45
C  -0.623  -1.691  -2.489  -0.61
N  -1.324  -0.184  0.961  -1.07
H  -2.402  -1.326  -0.479  0.14
H  -0.995  -2.103  0.243  0.17
H  0.532  -0.654  -1.003  0.21
H  -0.827  0.278  -1.636  0.18
H  -0.255  -2.679  -2.203  0.19
H  -1.656  -1.801  -2.826  0.20
H  -0.024  -1.360  -3.338  0.19
H  0.499  -0.136  1.505  0.49
H  -1.782  0.675  0.640  0.29
H  -1.912  -0.545  1.716  0.30
C  1.959  1.181  1.701  -0.06
O  1.490  -0.136  1.477  -0.79
C  1.214  2.240  0.903  -0.69
H  3.016  1.173  1.424  0.15
H  1.896  1.412  2.773  0.14
H  1.710  3.209  1.015  0.19
H  0.182  2.332  1.239  0.21
H  1.185  1.990  -0.158  0.20

## Properties
* charge: -1
* expectation value of S²: 0.750
* highest occupied orbital energy (spin up / spin down): 1.2964 / -5.7201 eV
* HOMO-LUMO gap (spin up / spin down): 2.66 / 9.53 eV
* 2S+1: 2


Version three
Computed, not measured: a 2-piece molecular cluster, C5H15NO overall, with ωB97M-V/def2-TZVPD.

Last column: natural (NBO) charge in e.
Geometry (Å):
C  0.397  1.364  0.445  -0.23
N  -0.321  0.824  -0.704  -0.47
C  0.562  0.061  -1.570  -0.21
C  0.529  -1.480  -1.474  -0.80
C  -1.547  0.139  -0.365  -0.43
C  -0.484  2.283  1.307  -0.62
H  1.250  1.946  0.096  0.18
H  0.800  0.551  1.073  0.19
H  1.602  0.305  -1.371  0.19
H  0.470  0.315  -2.638  0.16
H  1.119  -1.870  -2.293  0.20
H  0.981  -1.758  -0.542  0.19
H  -0.460  -1.927  -1.464  0.20
H  -1.406  -0.758  0.257  0.19
H  -2.016  -0.178  -1.288  0.19
H  -2.221  0.804  0.167  0.19
H  -1.039  2.960  0.664  0.20
H  -1.144  1.673  1.921  0.21
H  0.127  2.909  1.958  0.20
H  1.065  -2.992  2.652  0.31
H  1.026  -2.807  1.177  0.35
O  0.710  -2.363  1.991  -1.38

## Properties
* charge: -1
* expectation value of S²: 0.750
* highest occupied orbital energy (spin up / spin down): 1.0154 / -5.1561 eV
* HOMO-LUMO gap (spin up / spin down): 2.66 / 8.72 eV
* 2S+1: 2


So which one is most stable? That would be version two, about 0.0125 hartree below the next structure.